Arrangement A

{"formula": "C3H12NO", "method": "wB97M-V/def2-TZVPD", "gap_ev": 11.82, "total_charge": 1, "homo_ev": -15.45, "e_lumo_ha": -0.133, "elements": ["H", "C", "H", "O", "H", "C", "H", "H", "H", "H", "H", "H", "H", "C", "H", "H", "N"], "coordinates": [[0.2316, -1.2913, 1.1296], [0.5210, -0.1681, -0.8369], [-1.3390, 0.9091, 0.7005], [-1.5729, -0.5531, 0.3568], [-0.4734, 1.5990, 1.9702], [-0.1681, -1.1764, 0.0995], [1.7857, -1.5596, -1.9599], [-2.0744, 2.0154, 1.6797], [2.4753, 0.0348, -1.9407], [-0.1229, 0.0594, -1.6602], [0.6666, 0.7887, -0.2664], [-0.8149, 2.5507, 0.6754], [2.5053, -0.9586, -0.4007], [1.9028, -0.6669, -1.3001], [-0.3198, -2.1581, -0.4105], [-2.0234, -1.2353, 0.8848], [-1.1794, 1.8103, 1.2787]]}

Arrangement B

{"formula": "C3H12NO", "method": "wB97M-V/def2-TZVPD", "gap_ev": 11.52, "total_charge": 1, "homo_ev": -14.89, "e_lumo_ha": -0.124, "elements": ["O", "H", "H", "C", "N", "H", "C", "H", "H", "H", "H", "H", "H", "H", "C", "H", "H"], "coordinates": [[0.7921, 0.1741, 0.4965], [-0.2771, -1.0950, 0.7323], [2.2920, 1.5321, -1.2341], [1.7858, 2.1745, -0.5090], [-0.8716, -1.9732, 0.7064], [-1.2441, -2.1955, 1.6239], [0.5386, 1.5294, 0.0514], [1.5693, 3.1144, -1.0093], [-2.8364, -2.1929, -0.2535], [1.6868, -0.0850, 0.3894], [0.1402, 2.1045, 0.8803], [-0.2067, 1.4165, -0.7379], [-0.4120, -2.8329, 0.4434], [-2.1568, -0.5862, -0.2668], [-1.9092, -1.6406, -0.3360], [2.4991, 2.3189, 0.3056], [-1.3898, -1.7632, -1.2827]]}

Which of them is least stable? Easy: arrangement A.

Arrangement A

{"formula": "C7H26O7", "method": "wB97M-V/def2-TZVPD", "smiles": "C/C=C(\\C)CCCO.O.O.O.O.O.O", "gap_ev": 8.75, "total_charge": 0, "homo_ev": -8.76, "e_lumo_ha": 0.000, "elements": ["C", "H", "O", "H", "O", "H", "H", "H", "H", "H", "H", "H", "C", "H", "H", "C", "H", "O", "H", "O", "H", "H", "C", "H", "H", "H", "C", "C", "H", "C", "H", "H", "O", "H", "H", "H", "O", "H", "H", "O"], "coordinates": [[3.6905, -2.4896, -0.6977], [-3.6136, 2.4504, -1.6140], [-0.5429, 3.5514, -2.5428], [-3.5696, 0.6801, 1.0494], [-0.5869, -4.3825, 1.1364], [-5.0682, 0.2636, 0.8912], [0.5572, 2.4098, 1.8728], [0.9882, -0.8757, -2.4455], [4.7483, -2.0701, -0.9322], [3.7311, -3.3979, -0.0655], [-2.5673, 0.4285, 4.0230], [3.1450, -1.1610, 1.0601], [0.2258, 1.3843, 2.1128], [-2.1187, 2.4939, -1.6171], [-1.6053, -1.7280, -2.8589], [2.0293, -0.5660, -2.1732], [-0.2956, 4.4253, -2.2596], [-4.4384, 0.7226, 1.4419], [1.6579, -0.1260, 2.0627], [-2.8528, 1.8840, -1.4910], [2.7243, 1.3255, 0.2426], [0.0966, 2.9174, -2.8547], [2.2037, -0.4409, -0.6710], [-4.0434, 0.2692, 3.4958], [-1.7977, -0.2653, -2.2877], [-1.1666, -3.7043, 1.4882], [0.9886, 0.3773, 1.3084], [1.7338, 0.7816, 0.0387], [3.2332, -2.7991, -1.6542], [2.9451, -1.3420, -0.0135], [2.2591, 0.4170, -2.6466], [0.2418, -0.4452, 1.0303], [-1.1570, 1.3301, 1.9474], [-1.4013, 1.6029, 1.0259], [0.2116, -4.0793, 0.7098], [1.0944, 1.4016, -0.6480], [-1.3648, -1.1158, -2.1578], [0.5183, 1.2827, 3.1627], [2.5769, -1.4088, -2.6491], [-3.4107, -0.0018, 4.1799]]}

Arrangement B

{"formula": "C7H26O7", "method": "wB97M-V/def2-TZVPD", "smiles": "C=C(C)C/C=C/C.O.O.O.O.O.O.O", "gap_ev": 9.28, "total_charge": 0, "homo_ev": -9.00, "e_lumo_ha": 0.010, "elements": ["H", "H", "H", "H", "H", "H", "O", "H", "C", "C", "H", "C", "H", "H", "O", "C", "O", "H", "H", "H", "H", "H", "C", "C", "C", "H", "O", "H", "H", "H", "H", "O", "H", "O", "O", "H", "H", "H", "H", "H"], "coordinates": [[1.9787, -0.5644, 2.1057], [0.6287, 1.4343, -2.7445], [-1.8358, -3.0209, 0.6483], [-0.3877, 2.5714, -3.4405], [-0.2146, -3.6684, 0.3077], [-1.8722, 1.1804, 3.6475], [-0.6499, -0.9865, 1.7290], [2.2896, 3.3483, 1.9979], [-2.6905, 1.2941, -2.2430], [-1.4567, 0.9203, -2.5508], [-2.2413, 0.6267, 1.0046], [-1.1711, -3.4061, -0.1263], [-3.5548, 0.6414, -2.2897], [0.1346, -0.7786, 1.2159], [-1.8394, 1.5032, 1.0617], [-0.9101, -2.2797, -1.0903], [4.3255, 0.2819, 0.2165], [-2.7415, -1.4119, -1.6802], [4.0868, 0.8175, -0.5478], [-1.6913, -4.2142, -0.6118], [4.4708, 0.9000, 0.9423], [2.1702, -2.2735, 0.3321], [-1.6663, -1.4597, -1.8077], [-1.0918, -0.5239, -2.8538], [-0.3301, 1.9188, -2.5586], [2.6973, 1.9219, 2.3003], [2.1686, -1.3364, 0.5409], [-2.9683, 2.3203, -2.0287], [-0.3105, 2.6038, -1.7154], [1.5508, 0.0542, 3.5321], [-0.0196, -0.6412, -2.9754], [-1.0105, 0.7872, 3.8536], [-0.4776, 1.3277, 3.2463], [3.0606, 2.7714, 1.9964], [1.8558, 0.2363, 2.6463], [3.0182, -0.8969, 0.3307], [-0.7857, -0.3106, 2.4107], [0.1325, -2.2182, -1.3916], [-1.1578, 1.4503, 0.3839], [-1.4937, -0.9204, -3.7944]]}

Which of them is least stable? Easy: arrangement A.

Arrangement A

{"formula": "C25H29B2Cl3F4N9O6STi", "method": "wB97M-V/def2-TZVPD", "gap_ev": 6.71, "total_charge": 1, "homo_ev": -11.06, "e_lumo_ha": -0.160, "elements": ["H", "H", "F", "C", "O", "C", "F", "C", "H", "H", "H", "N", "H", "C", "O", "C", "N", "H", "C", "H", "H", "H", "H", "H", "O", "B", "S", "H", "N", "Cl", "N", "C", "H", "N", "H", "C", "C", "H", "C", "H", "C", "O", "C", "H", "C", "C", "H", "H", "N", "H", "F", "Ti", "N", "F", "C", "H", "H", "N", "C", "H", "C", "N", "H", "H", "O", "C", "C", "C", "C", "B", "O", "Cl", "H", "C", "H", "C", "Cl", "C", "C", "H"], "coordinates": [[0.3824, 4.4621, -1.0936], [0.3492, -2.9180, 3.7952], [4.2107, -0.9138, 1.0948], [1.5161, -5.1752, -2.5295], [-1.2269, -1.2735, 2.1769], [0.2296, -4.7741, -2.1862], [3.4263, 1.2864, 1.2492], [-0.9353, 2.6105, 4.1996], [-1.0505, 3.8623, -1.9361], [-1.4028, -4.9825, -0.8124], [2.3300, -5.4810, 1.6507], [-0.4913, -3.8922, -3.0326], [0.5760, 3.6592, -2.6574], [-4.0229, -0.7903, -3.2990], [-2.3671, 1.8457, 2.0277], [-4.5767, -2.4768, -1.6721], [1.1882, -3.7760, 2.0403], [-4.2351, -0.2746, -4.2252], [1.5312, -6.6862, -0.6550], [2.9879, -3.8301, 0.1224], [-1.6321, -2.6767, -4.8512], [2.6291, 2.0628, -2.6393], [2.0087, 2.3988, 4.3868], [-5.2226, -3.2709, -1.3270], [2.2495, -0.4928, 2.2339], [3.1388, -0.0698, 1.0894], [1.2841, -1.8588, -2.9708], [2.1273, -2.6532, -0.8527], [1.3413, 0.4872, -0.3921], [-6.2444, -2.2331, -3.7665], [-1.1289, 1.3426, 2.1442], [1.4279, 1.6210, -0.9738], [3.5426, 1.7180, -1.1535], [2.2262, -3.1830, 0.0190], [-1.3484, 3.4984, 3.7210], [0.9058, 1.0319, 3.2087], [-0.4038, -2.1867, 1.9364], [1.7144, -5.3445, 3.2954], [2.1406, -4.7852, 2.4664], [2.0300, -7.4590, -0.0814], [-4.8504, -1.8022, -2.8458], [-2.0225, 2.2858, -0.3816], [-2.6187, -1.0739, -1.3212], [3.1664, -6.4375, -2.0269], [2.1696, -6.1169, -1.7511], [0.2459, -6.2834, -0.3185], [-1.7516, 2.1274, 4.7423], [1.9914, -4.7524, -3.4053], [-0.8164, -2.1973, -4.5046], [-0.6521, -1.2503, -4.7934], [-1.4545, 3.8783, 1.2525], [-0.4465, -0.0326, 0.6606], [1.0978, 0.2137, 2.2529], [-3.6854, 3.3411, 0.8345], [2.6596, 2.2036, -1.5533], [3.0749, -4.3276, 2.7958], [-1.4229, -4.1871, -3.2795], [-0.7872, 1.7842, -0.3840], [-2.9157, -0.4430, -2.5484], [-0.7176, -4.0715, 2.9521], [1.8647, 1.3214, 4.3022], [0.3153, -2.1033, 0.8279], [-0.2651, -6.7366, 0.5244], [2.8163, 0.8386, 4.1125], [-1.5559, -0.7238, -0.5856], [-0.0687, -2.6877, -3.5034], [-0.0016, 3.6633, -1.7342], [-0.4308, 1.6822, 3.1571], [0.1388, 2.3713, -1.0226], [-2.4079, 2.9071, 0.9432], [2.4535, -0.2554, -0.2459], [-1.8447, 0.7559, -3.1740], [-0.1576, 2.8913, 4.9016], [1.3107, -3.0403, 0.9258], [2.6935, 3.2748, -1.3615], [0.0526, -3.3085, 2.8196], [-3.1317, -2.9865, 0.5255], [-0.4006, -5.3109, -1.0708], [-3.4636, -2.1183, -0.9304], [1.4539, 0.9729, 5.2529]]}

Arrangement B

{"formula": "C25H29B2Cl3F4N9O6STi", "method": "wB97M-V/def2-TZVPD", "gap_ev": 6.55, "total_charge": 1, "homo_ev": -11.25, "e_lumo_ha": -0.173, "elements": ["O", "N", "C", "O", "C", "C", "B", "H", "H", "C", "N", "C", "C", "C", "F", "C", "N", "H", "C", "Ti", "H", "H", "H", "C", "S", "H", "O", "O", "C", "C", "C", "H", "C", "C", "F", "C", "C", "C", "H", "H", "B", "H", "H", "C", "N", "H", "H", "H", "N", "H", "Cl", "H", "Cl", "F", "C", "H", "H", "H", "C", "H", "H", "N", "Cl", "O", "C", "N", "N", "F", "H", "C", "H", "O", "H", "H", "C", "H", "H", "N", "C", "H"], "coordinates": [[-1.4089, -3.6887, 1.7784], [2.8202, -0.0136, 2.3182], [2.6817, 3.7391, -0.2661], [-2.2020, 1.0934, 0.6094], [1.1099, -1.8987, -3.4262], [-1.4517, 1.5747, -0.2431], [0.0180, -4.0907, 1.4759], [5.2066, 1.5497, -0.7988], [1.8867, 1.8314, -2.7758], [-0.5631, 0.1771, 3.2659], [1.4302, 1.2374, -2.1004], [-0.3859, 2.1229, 4.7291], [-4.0211, -3.9509, 1.5166], [-0.9197, -0.0138, 5.6651], [-3.0759, -1.8540, -3.1044], [3.5130, 2.6416, -0.0718], [-0.2538, 0.9942, -0.4809], [-3.6845, -4.1293, 2.5361], [1.0862, -2.5452, -0.9128], [-1.0265, -0.8639, 0.4007], [2.1903, 5.3956, -1.5307], [1.2486, -2.9345, -3.7394], [-0.1893, 3.1789, 4.8431], [-0.8375, -0.5875, 4.4067], [3.4540, -0.5532, -0.1604], [-2.5665, 2.4308, -1.8362], [0.8973, -2.8729, 1.3311], [-3.2788, -0.1755, -1.4679], [3.1898, 0.4931, 1.1337], [4.5280, 2.3681, -0.9809], [-1.6962, 2.6868, -1.2253], [2.6631, -1.0069, 2.3833], [0.4878, -1.8588, -2.0781], [3.8041, 4.2301, -2.3349], [0.0130, -4.7914, 0.2771], [-5.2570, -1.8680, -0.4412], [-3.8349, -1.8491, -0.0249], [0.2872, 1.6146, -1.5644], [2.0961, -1.4306, -3.3927], [-3.8093, -4.8624, 0.9508], [-2.6812, -0.5699, -2.8001], [-5.4723, -1.0048, -1.0626], [-0.7696, 4.3498, -3.1111], [-0.3073, 1.5356, 3.4801], [-1.9763, -2.7326, 1.0467], [2.6318, -3.7250, -0.0856], [0.8320, 3.6441, -3.2927], [2.0448, 0.6228, -1.5521], [-2.9538, -1.0588, -0.4971], [-5.0911, -3.7639, 1.5004], [0.1797, 2.5614, 2.1720], [0.4837, -1.3801, -4.1441], [-0.8262, 2.0596, 7.3856], [-3.0531, 0.4064, -3.6808], [-0.7088, 1.3416, 5.8238], [2.9364, 2.3442, 1.8793], [-5.4599, -2.7740, -1.0167], [-0.5768, 2.8724, -4.0753], [-3.2557, -2.8269, 0.9222], [3.9280, 4.8510, -3.2124], [2.7232, 0.5531, 3.1452], [0.5578, -2.2006, 0.2036], [-1.0515, -2.2794, 4.2771], [-0.5214, -0.3708, 2.0265], [-0.2276, 3.4109, -3.1926], [-0.4580, 2.6343, -1.9889], [3.3091, 1.8410, 1.0873], [0.4525, -4.7875, 2.5555], [-5.9041, -1.8740, 0.4360], [2.8295, 4.5326, -1.3948], [-1.8478, 3.6548, -0.7462], [-1.1726, -0.5048, -2.7430], [5.4488, 2.9408, -2.8229], [1.8243, -4.4387, -1.4897], [2.1991, -3.5089, -1.0565], [2.9551, -3.0958, -1.7250], [-1.1428, -0.6411, 6.5161], [-0.6090, -1.2690, -1.7847], [4.6577, 3.1545, -2.1163], [1.9241, 3.9758, 0.4699]]}

Which of them is least stable? Easy: arrangement B.